The following is a quantum chemistry calculation of C12H25ClI2LaNP2 as an isolated structure in a non-equilibrium geometry, from OMol25.

Summary:
E (eV): -62487.359
Orbital gap (alpha / beta) (eV): 2.522 / 2.701
LUMO level (alpha / beta) (eV): -11.8 / -11.9
HOMO (alpha / beta) (eV): -14.319 / -14.610
Energy above the lowest of the compared OMol25 structures with the same formula, charge and spin (kJ/mol): 166.3
Total charge: +2

Last column: Mulliken charge in e.
Atoms and positions in Å:
C 1.2105 -2.6953 1.5777  -0.547
H 2.9320 2.9048 0.4766  0.333
H 1.7170 -3.0401 0.6773  0.420
H 3.2282 -0.3110 1.0725  0.250
H 4.6001 2.6193 -0.0834  0.388
P -3.2939 0.7651 -0.9986  0.516
C 4.0499 0.9059 -2.5204  -1.154
H 2.6693 -3.3890 3.0377  0.422
H -0.1422 -2.4693 -0.5813  0.312
C -4.2918 -0.3502 0.0846  -1.253
I -0.1831 2.4672 -3.9129  -0.097
H 3.8487 -0.0285 -3.0667  0.341
Cl -0.0481 1.4687 1.2406  -0.529
La -0.1032 0.8332 -1.3406  1.500
C 3.8596 -0.2366 0.1861  -1.048
C 1.7099 -2.9036 2.8817  -0.617
N -0.4984 -1.8143 0.1206  -0.334
H -5.3436 -0.0701 0.1370  0.435
H 3.4134 3.3231 -1.2159  0.374
C -4.2729 0.7657 -2.5701  -1.167
H 3.7419 1.7612 -3.1299  0.376
H 3.9085 -1.2091 -0.3051  0.342
H -4.2252 -1.3807 -0.2715  0.387
H -3.5755 3.1654 -1.1500  0.393
I -0.2098 -1.4757 -3.3316  -0.114
H -4.0301 -0.1455 -3.1291  0.339
C 3.5489 2.6074 -0.3857  -1.130
C -0.7361 -1.5505 2.5156  -0.301
H -5.3468 0.8179 -2.3876  0.393
H -3.9623 1.6432 -3.1443  0.371
H -1.4957 -1.7318 0.0403  0.066
C -0.0058 -2.0253 1.4214  0.949
H -1.6589 -0.9969 2.3192  0.286
H 1.4278 -2.3801 4.9951  0.432
C -0.1826 -1.6578 3.7911  -0.482
P 3.0353 0.9459 -0.9746  0.461
C 1.0270 -2.3463 3.9862  -0.424
C -3.7650 2.4266 -0.3594  -1.168
H 5.1185 0.9965 -2.2922  0.379
H -3.1409 2.6666 0.5094  0.338
H -0.7020 -1.1345 4.5889  0.419
H -4.8068 2.4890 -0.0657  0.390
H -3.8861 -0.3309 1.0978  0.325
H 4.8603 0.1001 0.4594  0.430

=====

The following is a quantum chemistry calculation of C43H41GeN5O4PTa as an isolated structure in a non-equilibrium geometry, from OMol25.

Summary:
E (eV): -128240.179
Orbital gap (alpha / beta) (eV): 5.916 / 5.917
LUMO level (alpha / beta) (eV): -5.8 / -5.8
HOMO (alpha / beta) (eV): -11.714 / -11.714
Energy above the lowest of the compared OMol25 structures with the same formula, charge and spin (kJ/mol): 189.7
Total charge: +2

Last column: Mulliken charge in e.
Atoms and positions in Å:
C 3.7550 3.6082 2.6847  -0.351
C -1.7093 4.5262 2.2622  -0.573
H 0.4897 -3.3378 -0.2501  0.619
C -3.2351 2.3826 -1.2022  -1.384
H -2.5963 -1.7629 1.9042  0.427
H -4.3647 -4.1058 -1.0601  0.317
H 5.2675 5.2858 5.2040  0.407
H -3.4814 -1.0040 0.5911  0.418
H -2.3383 -5.3082 -1.5637  0.353
C 2.7239 -1.8725 -0.1784  0.417
C 1.3961 1.6591 1.1688  -0.750
H -2.3259 -4.1463 1.9351  0.387
O 1.0828 -0.2357 3.9195  -0.548
H -0.9937 5.9383 -2.3921  0.496
C 0.7426 2.2294 -2.6117  0.421
C 2.9522 1.5354 -2.0007  -0.284
H 4.0145 2.9122 1.8925  0.364
C -2.6438 -4.2160 0.8954  -0.781
H 1.1748 5.3701 3.9889  0.404
C -1.8490 -1.9981 -1.7935  -1.391
C 3.8347 -2.5899 0.3599  -1.094
H -0.1739 2.0311 3.9641  0.353
C 4.7656 4.0396 3.5327  -0.863
H 2.9628 6.1374 5.4806  0.417
H -0.8675 -4.4034 -2.0302  0.432
C -0.4303 -3.1911 0.3197  -1.638
Ta 0.6253 0.3185 -0.2463  0.747
H 3.0270 3.5364 -4.7357  0.457
C -0.1302 4.9039 -0.7219  0.432
O 2.6653 -2.6709 -2.4411  -0.621
O 0.5399 0.6683 1.9174  -0.326
C -2.7868 -1.8108 0.8296  -1.368
C -0.9362 2.7377 3.6598  -0.390
H 5.7745 3.6703 3.4033  0.436
H -1.4423 3.4301 -3.8735  0.571
H 3.4581 -1.6264 3.5852  0.623
C -2.9528 2.9943 -2.4266  -0.812
C 1.3154 -0.1927 2.7597  0.272
C 1.5824 1.5097 -1.7496  0.207
N -1.3646 -4.3312 0.0420  0.109
C 4.4818 4.9490 4.5411  -0.484
H 4.5375 2.2947 -3.2308  0.485
C -0.0997 5.7719 -1.8025  -1.002
C 0.9976 4.7051 0.0732  0.258
O 1.1938 -1.0943 -1.6538  -0.600
C 2.2850 -0.9722 1.9731  0.122
H 2.4385 1.4637 1.4275  0.913
H 3.0529 5.2768 0.3609  0.440
H -1.0164 -2.0587 -2.4942  0.544
C -2.2349 1.6630 -0.6018  -0.198
C 3.3017 -1.6772 2.5157  -0.667
C -3.7764 -3.1988 -0.9170  -0.923
H -3.6512 5.3092 2.7249  0.455
C 2.2167 -1.8804 -1.4514  0.167
H -0.1773 -3.2142 1.3817  0.460
H -1.0603 4.3981 -0.4815  0.192
N -0.9938 1.5575 -1.1264  0.544
H -4.2058 2.4639 -0.7357  0.597
C 2.6201 2.9694 -3.9099  -0.921
C -1.7854 -4.3766 -1.4436  -0.707
C -1.6817 2.9252 -2.9500  -0.589
H 2.4321 -2.2831 -3.2966  0.431
C -2.8996 4.5727 2.9778  -0.786
H -4.3849 -2.3418 -1.1995  0.379
C 2.4506 4.0747 2.8311  0.105
C -0.6809 2.2397 -2.2582  0.545
H 3.6372 0.9884 -1.3590  0.505
H 3.1202 6.7827 -1.5747  0.475
H -0.8944 -5.2095 0.2708  0.369
C -2.1231 2.7814 4.3753  -0.812
C 2.1653 5.3953 -0.2500  -0.535
C 2.1817 4.9921 3.8470  -0.659
H -1.5506 5.2462 1.4693  0.464
C 3.1884 5.4270 4.6964  -0.749
N -2.5941 -3.2586 -1.7754  0.196
C -3.1106 3.6952 4.0303  -0.564
C 3.4687 2.2666 -3.0614  -1.084
H -3.1965 -5.1413 0.7323  0.376
H 0.6072 3.5101 -4.3525  0.404
C 1.0726 6.4456 -2.1173  -0.794
N -3.4113 -3.0943 0.4959  0.212
C 2.2064 6.2524 -1.3418  -0.863
Ge 0.9914 3.5649 1.6488  2.869
H -4.0311 3.7388 4.5975  0.429
H -2.3940 1.1628 0.3477  0.618
C 1.2548 2.9503 -3.6911  -0.409
H -3.7244 3.5452 -2.9486  0.472
C -0.7167 3.5999 2.5828  0.422
H 1.0975 7.1304 -2.9548  0.447
C 4.1397 -2.4822 1.6758  -0.946
H -2.5090 -1.1948 -2.1287  0.373
P -1.2113 -1.5754 -0.1124  2.099
H 4.9844 -3.0039 2.0994  0.487
H -2.2703 2.1142 5.2147  0.484
H 4.4159 -3.2076 -0.3116  0.579
N 2.0024 -0.9656 0.6098  0.459

=====

The following is a quantum chemistry calculation of C4H7NO2 as an isolated structure in a non-equilibrium geometry, from OMol25.

Summary:
E (eV): -9841.233
Orbital gap (alpha / beta) (eV): 7.927 / 6.988
LUMO level (alpha / beta) (eV): -0.3 / -1.2
HOMO (alpha / beta) (eV): -8.254 / -8.191
Energy above the lowest of the compared OMol25 structures with the same formula, charge and spin (kJ/mol): 583.4

Last column: Mulliken charge in e.
Atoms and positions in Å:
C 0.4036 0.4543 0.1194  0.153
H 1.2717 3.3114 1.2169  -0.261
H -2.0804 2.5244 -0.2740  0.314
C -1.5542 1.6499 -0.4620  -0.514
C 0.4902 -1.8790 -0.0498  -0.097
H 1.2470 0.7497 0.6958  0.344
H 1.4829 -2.0149 0.5393  0.251
H 0.7412 -3.9993 -0.5826  0.179
H 1.6484 3.9073 1.5692  0.257
C -0.0950 -3.1073 -0.6005  0.028
H -1.9484 0.7548 -0.7969  0.382
O -1.1765 -3.2033 -1.1594  -0.470
N -0.0767 -0.7082 -0.2694  -0.334
O -0.3539 1.5603 0.0540  -0.231

=====

The following is a quantum chemistry calculation of a 2-piece molecular cluster, C3H6N overall in a non-equilibrium geometry, from OMol25.

Summary:
E (eV): -4685.795
Orbital gap (eV): 6.955
LUMO level (eV): -8.5
HOMO (eV): -15.472
Energy above the lowest of the compared OMol25 structures with the same formula, charge and spin (kJ/mol): 417.0
Total charge: +1

Last column: Mulliken charge in e.
Atoms and positions in Å:
H -2.3889 0.6186 0.7511  0.360
H 2.7979 1.2283 0.1319  0.267
H -3.1785 -1.0332 -0.0539  0.330
C 2.5959 0.0668 -0.0445  -0.579
H 3.1820 -0.3088 0.8228  0.292
C -2.9741 0.0753 -0.0246  -0.129
N 1.2331 -0.0218 -0.0114  0.127
C 0.0701 -0.1293 0.0910  -0.267
H 2.9672 -0.4261 -0.8892  0.289
H -3.2892 0.7074 -0.9235  0.312

=====

The following is a quantum chemistry calculation of C41H52ClN3NaO5P as an isolated structure in a non-equilibrium geometry, from OMol25.

Summary:
E (eV): -84301.764
Orbital gap (eV): 4.203
LUMO level (eV): 3.6
HOMO (eV): -0.560
Energy above the lowest of the compared OMol25 structures with the same formula, charge and spin (kJ/mol): 8.8
Total charge: -2

Last column: Mulliken charge in e.
Atoms and positions in Å:
H 1.9833 -2.9738 1.6395  0.360
H 5.3989 2.7954 -1.1479  0.327
C -0.9427 -4.2422 -0.0656  -0.251
H -1.8211 4.9208 -1.3633  0.519
H -4.5425 0.2737 2.5716  0.293
H 4.2053 1.3227 -4.3817  0.423
H -2.3495 0.9901 -3.7758  0.358
C 3.6983 -0.9122 0.8928  0.517
H -4.1606 -2.5854 -2.8030  0.245
H 4.8818 -2.5518 1.6001  0.258
C 1.3054 -5.7545 -0.6696  -0.567
H -2.2288 1.8239 5.8952  0.288
C -1.9526 1.9484 4.8511  -0.465
O 3.5428 2.8570 0.4933  -0.885
H 3.4433 0.8873 2.9164  0.305
H -1.5571 -3.0653 -2.4724  0.400
Na 0.0318 0.3752 0.1526  0.909
H 6.4803 1.8195 -2.1678  0.330
H 2.6023 -0.1717 4.0762  0.402
H 2.3608 4.8769 -0.2276  0.479
C -0.9887 -5.6208 0.0265  -0.697
H 6.3328 -0.6284 -1.9247  0.254
C 4.5159 0.1769 -1.1191  0.802
C -0.9143 3.0479 -0.9191  0.305
H 1.5582 -2.3454 3.2415  0.339
C 0.2443 -3.5283 -0.4646  0.025
H -2.3601 -1.0704 1.4041  0.059
H 6.5754 -2.3729 -0.1926  0.354
H 0.8832 3.5329 4.0190  0.399
H -3.0221 -0.3739 -4.6857  0.306
C 1.3188 3.0250 -0.3215  0.164
C -2.1614 -0.0394 -4.0930  -1.715
H -6.4351 2.1607 -0.1226  0.320
C -3.1759 -0.8742 -1.9701  0.432
H -0.8170 -1.4745 2.1887  0.115
H 1.1716 -1.6205 -0.9365  0.174
O -0.2899 2.5801 2.5703  -0.114
H 2.1759 -6.3543 -0.9123  0.357
H -1.9066 -6.1151 0.3256  0.361
H 2.2950 -3.9038 -1.0779  0.339
H 5.3410 0.0823 -3.8289  0.298
H -4.9749 2.9051 -0.8208  0.364
H -1.2736 -0.0553 -4.7364  0.410
C -2.1893 2.2562 -1.2161  -0.419
C 4.3841 0.5667 -3.6097  -1.551
H 0.3169 6.1894 -0.9138  0.391
O -0.7282 1.2385 4.6469  -0.381
H 5.4009 3.0145 -2.9149  0.394
C -1.9689 -0.9682 -2.8845  1.679
C 5.7356 -1.6875 -0.1625  -1.475
C 1.3665 -4.3768 -0.7684  -0.497
O -3.1105 2.8753 -1.8038  -0.897
C -3.2573 0.1644 -1.0139  -0.807
H 4.2482 -0.5697 3.5307  0.382
P -0.1558 1.0548 3.1258  0.515
C 4.7807 -1.7825 0.8405  -0.227
C -4.5684 1.4589 0.7381  1.263
N 0.1793 2.3742 -0.5636  0.010
C -1.7386 -0.8877 2.2801  -0.623
C 0.3036 -2.1388 -0.5337  0.900
C -5.3703 -1.6604 -1.3010  -1.444
C 0.7719 3.4791 2.9308  -0.998
H -1.8378 -3.6642 0.1502  0.277
C -4.2308 -1.7718 -2.0892  -0.406
C 5.4868 2.2784 -2.1065  -1.530
H 0.4944 4.4574 2.5492  0.234
H -0.6952 -2.4051 -3.8654  0.410
O -1.4667 0.5329 2.3183  0.204
H 3.2044 -2.9089 2.9369  0.478
H 1.8150 -0.4762 1.6974  -1.085
C 2.3511 -2.3881 2.4845  -1.873
H -6.3557 -0.5287 0.2222  0.226
C 0.2769 5.1116 -0.8114  -0.679
C -5.4574 -0.6280 -0.3808  -0.486
N 2.4134 0.9102 -0.1220  0.487
H -2.4147 -2.7835 -4.0126  0.448
H -2.7511 1.5585 4.2155  0.055
H 3.4340 1.7108 -2.0949  -0.109
C -5.4367 2.5562 0.1048  -1.620
C 2.7215 -0.9725 2.0490  2.731
C -4.4167 0.2853 -0.2198  1.174
C 5.5926 -0.7053 -1.1317  -0.384
H 3.5978 -0.1900 -3.6811  0.339
C 0.1335 -6.3884 -0.2685  0.169
H -1.8322 3.0118 4.6347  0.199
C 3.2818 -0.1544 3.2180  -1.743
C -5.1396 1.0560 2.0992  -1.533
Cl 0.0655 -8.1535 -0.1527  -0.329
H -5.1581 1.9234 2.7673  0.374
N -2.1548 1.0088 -0.7882  1.401
C 3.5535 0.0880 -0.0905  -0.716
H -6.1674 0.6877 2.0115  0.321
H -2.2732 -1.1925 3.1803  0.367
C 1.4116 4.4038 -0.4367  -0.801
H -3.5711 1.8665 0.8993  -0.439
H -1.1147 -0.5996 -2.3211  -0.306
C -1.6497 -2.3938 -3.3302  -2.080
C 4.3911 1.2134 -2.2223  0.958
H -5.5533 3.4074 0.7888  0.403
H -6.1802 -2.3743 -1.4034  0.350
H 1.7255 3.1819 2.4841  0.323
C -0.9064 4.4303 -1.0587  -0.707
H -0.6103 -1.5794 -0.3722  -1.148
C 2.5513 2.2096 0.0776  -0.063

=====

The following is a quantum chemistry calculation of a single C3H6N2O2 molecule in a non-equilibrium geometry, from OMol25.

Summary:
E (eV): -10278.957
SMILES: [H]/N=C1\OCCN1O
Orbital gap (eV): 10.372
LUMO level (eV): 0.7
HOMO (eV): -9.654
Energy above the lowest of the compared OMol25 structures with the same formula, charge and spin (kJ/mol): 563.5

Last column: Mulliken charge in e.
Atoms and positions in Å:
C -0.4940 1.3633 0.0271  -0.383
C 0.3596 -0.6887 0.1896  0.364
C -0.7657 0.7978 1.3512  -0.200
N 0.9639 -1.7205 -0.0181  -0.626
H -0.1063 1.0913 2.3199  0.209
H -1.6262 1.4339 -0.3834  0.220
H -1.8152 0.6681 1.5144  0.235
H 0.6801 -0.6925 -1.9701  0.387
O -0.5290 -0.5951 1.2522  -0.350
O 0.1808 0.1880 -2.1161  -0.420
N 0.4828 0.5177 -0.6597  -0.044
H -0.0243 2.5002 -0.1531  0.293
H 0.9518 -2.1598 0.9203  0.314

=====

The following is a quantum chemistry calculation of C20H34Br2KMgNO11S2 as an isolated structure in a non-equilibrium geometry, from OMol25.

Summary:
E (eV): -228816.522
Orbital gap (eV): 1.176
LUMO level (eV): -5.5
HOMO (eV): -6.725

Last column: Mulliken charge in e.
Atoms and positions in Å:
C 1.7765 5.6034 2.1080  0.094
H -0.8660 -3.9586 -5.0084  0.457
O 2.0313 3.9348 7.1533  -0.637
H -0.7091 -4.8724 -3.5472  0.555
H -4.8027 3.8252 1.2985  0.311
H 0.6698 0.7137 7.8294  0.357
C 2.1447 4.1169 3.9662  0.040
H 2.7266 3.2498 9.9078  0.334
H 2.4718 -3.7884 -2.8553  0.607
H -2.3703 0.3613 -1.7439  0.211
O -1.9580 -3.1706 -1.8550  -0.563
Br 2.0183 7.2410 -0.0182  -0.353
C 0.6582 1.6845 7.3338  -0.909
Mg 2.9963 -1.0165 1.2978  0.075
H -2.5598 0.2787 0.7640  0.359
H 2.3530 4.6787 0.2290  0.355
H -0.3372 -5.3158 -7.4226  0.264
H -3.4943 -1.7389 -3.2955  0.487
H 1.1039 -5.1809 -0.9457  0.459
C 1.4272 -4.0962 -2.8111  -2.541
C 1.9005 2.6870 9.4794  -0.980
H -1.1417 1.3099 0.8931  0.332
H 3.0303 2.5761 1.2745  0.375
H 1.8763 1.6869 9.9121  0.371
S -4.2858 2.1755 -0.2927  1.177
O 1.4508 -1.2982 -6.6648  -0.697
C 1.0113 -4.1667 -1.3493  -0.355
H -0.8616 -0.2066 -1.0351  -0.145
C 0.6822 -1.8374 -5.8456  0.119
C 1.6423 -1.2940 -3.0414  0.108
H -1.0151 1.4672 -1.6063  0.279
C -2.0016 1.0753 0.2671  -0.706
O -0.5638 -1.7200 -5.8773  -0.507
H -0.0193 -3.8722 -1.1729  0.348
O -4.9784 1.1728 0.4589  -0.657
S 2.1778 2.5648 7.7100  0.517
H 1.8214 -3.4987 -5.3039  0.646
O 2.3022 -1.8251 -4.0857  -0.412
N 2.6036 3.1374 3.1953  -0.462
H -2.8670 -4.0203 -3.4837  0.628
O -0.5310 -5.7397 -6.5739  -0.652
C 0.5016 -3.1311 -3.5662  1.233
H 1.4175 -5.0912 -3.2425  0.650
H 2.3928 -2.5530 -1.1360  0.423
H 2.1040 3.9150 5.0335  0.336
C 1.3478 -2.6945 -4.7497  -0.184
C -2.5811 -1.9742 -3.8401  -1.559
H 1.4388 6.6192 1.7355  0.366
H -4.1520 4.5151 -0.2233  0.318
C 1.8845 -3.2131 -0.4460  -1.011
C -4.8148 3.7737 0.2138  -0.953
H 0.9625 3.2087 9.6686  0.312
H -5.8265 3.9051 -0.1630  0.372
C 2.2667 4.5765 1.2950  -0.287
H -2.7597 -2.0679 -4.9013  0.401
K 1.9473 -5.7659 0.8651  0.986
O 0.4447 -1.8791 -2.8615  0.450
H -2.2342 -4.0122 -1.4821  0.296
O 2.0851 -0.4396 -2.3515  -0.557
O -4.2702 2.1233 -1.7186  -0.592
C -2.0775 -3.2908 -3.2933  -0.110
H 1.3522 6.0950 4.1592  0.395
H 2.5735 -3.7983 0.1591  0.833
H 0.6149 1.5450 6.2554  0.289
C -0.8055 -3.8540 -3.9239  -0.717
H -1.8781 -1.1783 -3.6284  0.151
C 1.7243 5.3466 3.4723  -0.695
C -1.5347 0.6485 -1.1089  -0.097
O -2.7990 2.2791 0.2514  -0.238
C 2.6532 3.3869 1.8872  -0.381
Br 0.7059 -2.1907 0.7331  -0.031
H -0.1976 2.2729 7.6643  0.310

=====

The following is a quantum chemistry calculation of a 2-piece molecular cluster, C4H12 overall, from OMol25.

Summary:
E (eV): -4342.360
SMILES: CC.CC
Orbital gap (eV): 12.773
LUMO level (eV): 1.1
HOMO (eV): -11.653
Energy above the lowest of the compared OMol25 structures with the same formula, charge and spin (kJ/mol): 16.3

Last column: Mulliken charge in e.
Atoms and positions in Å:
H 0.9540 -2.6689 -0.6442  0.273
H 0.8849 -0.9626 -0.7133  0.027
H -0.2776 2.4073 2.7200  0.294
H -0.9802 1.0229 1.9651  0.266
C 0.5941 -1.8488 -1.2764  -0.559
H 1.1222 -1.8410 -2.2225  0.277
C 0.8211 1.7766 0.9675  -0.746
H -1.3144 -0.8682 -1.5667  0.246
C -0.9321 -1.8779 -1.4219  -0.833
H -1.4226 -2.2900 -0.5411  0.269
C -0.4796 1.9658 1.7411  -0.865
H -1.2489 -2.4418 -2.2922  0.305
H 0.6408 1.7197 -0.0985  0.232
H 1.3104 0.8573 1.3049  0.216
H -1.2563 2.5795 1.2622  0.269
H 1.5578 2.5474 1.2168  0.329